[1]
{
  "formula": "C24H19N3O3",
  "method": "ωB97M-V/def2-TZVPD",
  "elements": ["C", "C", "C", "C", "C", "C", "C", "N", "C", "C", "C", "H", "H", "C", "C", "C", "N", "C", "C", "H", "H", "H", "H", "H", "C", "O", "N", "C", "C", "C", "C", "C", "C", "H", "H", "O", "C", "C", "H", "O", "H", "H", "H", "H", "H", "H", "H", "H", "H"],
  "xyz": [[-3.081, 1.683, 2.667], [-1.727, 1.220, 2.229], [-1.087, 1.795, 1.162], [0.164, 1.323, 0.724], [0.839, 1.799, -0.430], [2.101, 1.337, -0.705], [2.677, 0.349, 0.126], [2.035, -0.162, 1.150], [0.811, 0.292, 1.460], [0.137, -0.284, 2.559], [-1.103, 0.157, 2.915], [-1.620, -0.293, 3.750], [0.636, -1.073, 3.099], [4.028, -0.174, -0.125], [4.624, -0.157, -1.384], [5.903, -0.673, -1.519], [6.597, -1.185, -0.518], [6.029, -1.210, 0.677], [4.758, -0.724, 0.929], [4.323, -0.760, 1.914], [6.629, -1.641, 1.468], [6.399, -0.679, -2.481], [4.106, 0.228, -2.248], [2.637, 1.724, -1.557], [0.212, 2.778, -1.372], [0.721, 3.842, -1.653], [-0.975, 2.399, -1.929], [-1.712, 1.231, -1.678], [-1.092, -0.010, -1.635], [-1.809, -1.140, -1.271], [-3.168, -1.030, -0.956], [-3.800, 0.198, -1.092], [-3.084, 1.319, -1.455], [-3.582, 2.274, -1.535], [-4.857, 0.255, -0.885], [-3.898, -2.103, -0.513], [-3.092, -3.183, -0.098], [-2.002, -3.452, -1.134], [-1.375, -4.296, -0.844], [-1.146, -2.335, -1.238], [-2.470, -3.655, -2.107], [-3.756, -4.041, 0.014], [-2.620, -2.949, 0.867], [-0.048, -0.127, -1.872], [-1.436, 3.125, -2.465], [-1.542, 2.630, 0.650], [-3.364, 2.600, 2.157], [-3.098, 1.857, 3.742], [-3.824, 0.919, 2.440]],
  "forces_ev_per_angstrom": [[0.012, -0.010, -0.015], [0.054, 0.283, -0.314], [-0.200, -0.048, 0.303], [0.473, -0.251, 0.165], [0.540, -0.100, 0.291], [-0.398, 0.128, 0.066], [-0.510, 0.071, 0.141], [0.538, -0.224, -0.106], [-0.513, 0.534, -0.233], [-0.227, 0.013, 0.147], [0.270, -0.178, -0.012], [-0.022, -0.061, 0.099], [0.061, -0.087, 0.045], [0.601, -0.244, -0.071], [-0.071, 0.001, 0.260], [-0.110, 0.099, -0.221], [0.462, -0.183, -0.120], [-0.165, 0.017, 0.243], [-0.064, 0.096, -0.210], [0.001, -0.025, 0.089], [-0.035, -0.005, 0.128], [-0.051, 0.039, -0.112], [-0.034, 0.044, -0.087], [0.046, 0.056, -0.065], [-0.106, 0.119, -0.106], [0.207, 0.066, 0.047], [-0.218, 0.345, -0.301], [-0.290, -0.620, -0.060], [-0.266, -0.079, -0.110], [-0.132, 0.064, -0.004], [0.076, 0.014, 0.076], [0.111, -0.277, -0.014], [0.184, 0.028, -0.019], [-0.041, 0.141, 0.045], [-0.147, 0.007, 0.039], [-0.141, 0.319, -0.227], [0.481, -0.322, -0.041], [-0.501, -0.257, 0.174], [-0.099, 0.036, -0.024], [0.134, 0.384, 0.032], [0.078, -0.003, 0.090], [0.106, 0.036, 0.010], [-0.075, -0.038, -0.070], [0.119, -0.023, -0.042], [0.193, -0.041, 0.078], [-0.098, 0.047, -0.053], [-0.067, 0.064, -0.009], [-0.062, 0.040, 0.069], [-0.106, -0.018, 0.009]],
  "mulliken_charge": [-1.7708, 0.8193, -0.5290, 1.0262, 0.3715, -0.5508, 0.8198, -0.6023, -0.3866, -0.6063, -0.7652, 0.4704, 0.5003, 0.4813, -0.4550, -0.4219, -0.6355, -0.3460, -0.4388, 0.4254, 0.3701, 0.3821, 0.3467, 0.4524, -0.2253, -0.6575, -0.0561, -0.0018, -0.2841, 0.3673, 0.4440, -0.8906, -0.4860, 0.4276, 0.4529, -0.4584, -0.4499, -0.5062, 0.3619, -0.4595, 0.2920, 0.3484, 0.2676, 0.6555, 0.2787, 0.4701, 0.3755, 0.4570, 0.3196],
  "orbital_gap_ev": 8.0,
  "total_energy_ha": -1315.98574,
  "e_lumo_ev": -0.298,
  "charge": 0,
  "relative_energy_kcal_mol": 7.2,
  "smiles": "Cc1ccc2nc(-c3ccncc3)cc(C(=O)Nc3ccc4c(c3)OCCO4)c2c1"
}

=====

[2]
{
  "formula": "C6H10O2",
  "method": "ωB97M-V/def2-TZVPD",
  "elements": ["C", "C", "C", "C", "C", "C", "H", "H", "H", "H", "H", "H", "H", "H", "H", "H", "O", "O"],
  "xyz": [[0.014, 1.682, 0.391], [0.023, 0.489, -0.311], [-1.151, -0.361, -0.088], [-0.579, -1.726, -0.037], [0.743, -1.670, 0.168], [1.310, -0.332, 0.044], [0.818, 2.183, -0.029], [0.290, 1.290, 1.402], [-0.880, 2.529, 0.173], [-0.148, 0.485, -1.394], [-1.196, -0.293, 1.119], [-3.084, -0.499, -0.094], [-1.177, -2.445, -0.074], [1.292, -2.634, 0.584], [1.773, 0.242, 1.106], [1.843, 1.338, -1.401], [-2.345, -0.059, -0.748], [2.454, -0.221, -0.810]],
  "forces_ev_per_angstrom": [[-2.241, 4.749, 1.662], [-0.604, -3.339, -3.904], [0.182, -1.399, 5.196], [5.040, 5.714, -0.628], [0.429, -4.194, 1.233], [1.700, 2.621, 2.179], [2.227, 1.835, -0.059], [-0.912, 1.774, -0.090], [1.951, -2.806, 1.117], [1.324, 0.938, -0.707], [-1.266, 0.385, -1.925], [2.528, 1.792, -2.781], [-4.570, -6.600, 0.033], [-0.794, 2.277, -1.294], [-1.534, -2.125, -2.262], [1.990, -3.742, 1.153], [-2.426, -1.752, 2.633], [-3.024, 3.872, -1.556]],
  "mulliken_charge": [-0.9857, -0.8970, -0.0371, -0.8484, -0.5902, 0.9074, 0.3389, 0.4542, 0.2523, 0.6068, 0.1769, 0.4330, 0.6952, 0.2411, 0.1022, 0.2886, -0.5446, -0.5936],
  "orbital_gap_ev": 7.7,
  "total_energy_ha": -384.77446,
  "e_lumo_ev": -1.508,
  "charge": 0,
  "relative_energy_kcal_mol": 205.8
}

=====

[3]
{
  "formula": "CH14N3O4",
  "method": "ωB97M-V/def2-TZVPD",
  "elements": ["N", "C", "N", "N", "H", "H", "H", "H", "H", "H", "H", "H", "O", "H", "H", "O", "H", "H", "O", "H", "H", "O"],
  "xyz": [[1.323, -0.404, 0.137], [0.565, 0.620, -0.260], [-0.269, 0.631, -1.273], [0.641, 1.731, 0.497], [1.542, -0.520, 1.135], [1.562, -1.192, -0.436], [-0.651, 1.535, -1.547], [-0.455, -0.057, -1.952], [-0.142, 2.366, 0.425], [1.310, 1.781, 1.248], [2.583, 0.437, 3.296], [2.859, -0.573, 2.156], [2.690, 0.356, 2.341], [-2.621, 2.482, 2.153], [-2.194, 1.224, 2.647], [-2.145, 1.707, 1.809], [-1.179, -1.617, -3.792], [-0.462, -2.470, -2.787], [-0.637, -1.589, -2.993], [-1.955, -2.267, -1.396], [-1.936, -3.112, -0.065], [-1.659, -2.293, -0.482]],
  "forces_ev_per_angstrom": [[0.161, -0.921, 0.103], [0.348, 0.481, 1.477], [-0.252, 1.958, -0.241], [-0.517, -0.295, -0.791], [-0.487, 0.758, -1.126], [-0.494, 0.031, -0.383], [0.270, -0.312, 0.314], [0.173, -1.712, -0.400], [0.319, -0.008, 0.516], [-0.078, -0.014, 0.011], [0.156, -0.137, 0.072], [0.620, 0.056, 0.501], [-0.206, 0.119, 0.164], [0.079, 0.237, -0.840], [0.402, -0.709, -0.386], [-0.493, 0.558, 1.177], [0.171, 0.093, -0.038], [0.680, -2.390, 0.604], [-0.820, 2.213, -0.955], [-0.267, -0.193, 0.151], [-0.235, -0.062, -0.247], [0.470, 0.249, 0.316]],
  "mulliken_charge": [-0.2837, 0.5827, -0.1860, -0.3763, 0.2754, 0.2002, 0.2196, 0.1992, 0.2066, 0.2328, 0.3381, 0.2949, -0.6625, 0.3204, 0.3057, -0.6163, 0.3041, 0.2870, -0.6724, 0.3344, 0.3056, -0.6094],
  "orbital_gap_ev": 11.5,
  "total_energy_ha": -511.53320,
  "e_lumo_ev": -2.626,
  "charge": 1,
  "relative_energy_kcal_mol": 25.6
}